Computed, not measured: a 2-piece molecular cluster, C4H7NO2 overall, with ωB97M-V with the def2-TZVPD basis set.

Cartesian coordinates (Å):
N1 1.63 0.58 1.81
C1 0.70 0.15 0.88
C2 0.57 -1.06 0.02
C3 -0.54 -0.53 0.88
O1 -0.48 0.85 0.39
H1 1.28 1.35 2.37
H2 2.51 0.84 1.38
H3 1.09 -1.94 0.42
H4 0.51 -0.99 -1.06
H5 -1.21 -0.88 1.65
C4 -1.52 0.41 -2.18
O2 -1.36 -0.65 -2.73
H6 -0.72 1.16 -2.09
H7 -2.49 0.70 -1.73

Properties
HOMO ... -8.7 eV
Relative energy (zero: lowest compared OMol25 entry of this formula, charge and spin) ... 4.8067 eV
Molecular weight ... 101.105 g/mol
2S+1 ... 1
Calculated total energy ... -9842.4730 eV
LUMO ... 0.961 eV
Structure (SMILES) ... N[C@@]12C[C@@H]1O2.C=O
Gap between HOMO and LUMO ... 9.6395 eV

Mulliken atomic charge list, values in e, 2 entries: -0.562, 0.540



Computed, not measured: C8H11NO3S as an isolated structure, with ωB97M-V with the def2-TZVPD basis set.

Cartesian coordinates (Å):
C1 0.66 1.41 -0.40
C2 -0.94 0.25 -0.50
C3 1.59 0.43 -0.52
C4 -0.32 -0.92 -0.63
C5 0.62 2.82 -0.27
C6 3.06 0.63 -0.56
C7 -0.95 -2.27 -0.76
C8 -2.66 1.12 1.51
N1 1.07 -0.83 -0.65
O1 1.61 3.51 -0.13
O2 -2.81 1.99 -0.99
O3 -3.44 -0.36 -0.57
S1 -2.59 0.77 -0.28
H1 -0.39 3.26 -0.33
H2 3.56 -0.02 0.17
H3 3.45 0.40 -1.55
H4 3.29 1.67 -0.32
H5 -0.56 -2.79 -1.63
H6 -0.75 -2.87 0.13
H7 -2.02 -2.14 -0.86
H8 -2.93 2.16 1.64
H9 -3.40 0.47 1.95
H10 -1.68 0.93 1.92
H11 1.65 -1.64 -0.78

Properties
HOMO ... -9.4 eV
Relative energy (zero: lowest compared OMol25 entry of this formula, charge and spin) ... 3.1699 eV
Molecular weight ... 201.247 g/mol
2S+1 ... 1
Calculated total energy ... -26939.6356 eV
LUMO ... 0.291 eV
Gap between HOMO and LUMO ... 9.6778 eV

Mulliken atomic charge list, values in e, 2 entries: 0.147, -0.452



Computed, not measured: a 2-piece molecular cluster, C4H14N2O overall, with ωB97M-V with the def2-TZVPD basis set.

Cartesian coordinates (Å):
C1 2.46 -1.08 -0.87
C2 1.44 -0.20 -1.62
C3 -0.01 -0.50 -1.17
N1 -0.74 0.53 -0.45
C4 -0.13 0.92 0.85
N2 -0.60 2.21 1.25
H1 2.61 -0.75 0.16
H2 3.44 -1.11 -1.35
H3 2.13 -2.11 -0.83
H4 1.67 0.81 -1.28
H5 1.55 -0.12 -2.70
H6 -0.11 -1.45 -0.63
H7 -0.63 -0.78 -2.03
H8 -0.83 1.39 -0.97
H9 -0.27 0.09 1.54
H10 0.95 0.88 0.67
H11 -1.36 2.09 1.91
H12 0.11 2.82 1.64
O1 -2.24 -1.64 1.62
H13 -2.90 -1.03 1.27
H14 -1.52 -1.61 1.02

Properties
HOMO ... -8.8 eV
Relative energy (zero: lowest compared OMol25 entry of this formula, charge and spin) ... 1.4964 eV
Molecular weight ... 106.169 g/mol
2S+1 ... 1
Calculated total energy ... -9402.1106 eV
LUMO ... 1.005 eV
Structure (SMILES) ... CCCNCN.O
Gap between HOMO and LUMO ... 9.8046 eV

Mulliken atomic charge list, values in e, 2 entries: -1.154, -0.395



Computed, not measured: C46H61N6O3PS2V as an isolated structure, with ωB97M-V with the def2-TZVPD basis set.

Cartesian coordinates (Å):
V1 0.83 0.06 0.65
C1 -0.94 -0.89 5.95
S1 0.41 0.15 5.37
C2 0.13 0.17 3.66
S2 1.25 1.15 2.76
N1 -0.87 -0.48 3.16
N2 -0.91 -0.34 1.79
C3 -1.99 -0.65 1.19
C4 -2.00 -0.42 -0.25
C5 -3.07 -0.75 -1.06
C6 -2.98 -0.46 -2.42
C7 -1.84 0.16 -2.90
C8 -0.81 0.44 -2.02
N3 -0.88 0.16 -0.72
H1 -0.80 -0.99 7.02
H2 -0.90 -1.87 5.48
H3 -1.91 -0.42 5.75
H4 -2.85 -1.04 1.72
H5 -3.94 -1.23 -0.64
H6 -3.79 -0.71 -3.08
H7 -1.73 0.41 -3.95
H8 0.11 0.91 -2.34
N4 6.75 -0.64 -1.59
C9 5.50 -0.45 -1.12
C10 5.24 -0.33 0.25
C11 3.95 -0.14 0.68
N5 2.90 -0.03 -0.15
C12 3.14 -0.16 -1.46
C13 4.40 -0.36 -1.99
H9 7.53 -0.71 -0.97
H10 6.93 -0.74 -2.57
H11 6.04 -0.40 0.98
H12 3.72 -0.07 1.74
H13 2.28 -0.11 -2.11
H14 4.51 -0.46 -3.06
O1 0.95 1.94 -0.13
P1 1.04 3.46 -0.18
C14 1.74 3.83 -1.84
C15 3.24 3.49 -1.99
C16 4.15 4.69 -1.74
C17 3.78 5.88 -2.62
C18 2.33 6.30 -2.37
C19 1.37 5.13 -2.58
C20 1.95 4.09 1.27
C21 3.22 3.27 1.54
C22 3.70 3.50 2.98
C23 3.49 4.96 3.42
C24 3.48 5.89 2.21
C25 2.25 5.60 1.33
C26 -0.67 4.09 -0.19
C27 -0.85 5.61 0.03
C28 -1.36 5.91 1.44
C29 -2.76 5.31 1.66
C30 -2.90 3.95 0.94
C31 -1.55 3.27 0.78
H15 1.19 3.04 -2.36
H16 3.39 3.16 -3.03
H17 3.51 2.64 -1.36
H18 5.19 4.39 -1.92
H19 4.10 5.00 -0.69
H20 3.90 5.60 -3.67
H21 4.46 6.71 -2.44
H22 2.05 7.10 -3.06
H23 2.23 6.72 -1.37
H24 1.39 4.88 -3.64
H25 0.35 5.43 -2.36
H26 1.25 3.83 2.07
H27 4.00 3.56 0.83
H28 3.04 2.21 1.37
H29 4.76 3.25 3.03
H30 3.18 2.82 3.65
H31 4.25 5.26 4.14
H32 2.53 5.05 3.95
H33 4.40 5.75 1.64
H34 3.46 6.94 2.51
H35 2.41 6.02 0.34
H36 1.39 6.12 1.75
H37 -1.01 3.85 -1.20
H38 -1.58 5.99 -0.69
H39 0.07 6.16 -0.17
H40 -1.38 6.98 1.62
H41 -0.67 5.49 2.18
H42 -3.52 6.00 1.29
H43 -2.94 5.19 2.73
H44 -3.34 4.09 -0.05
H45 -3.59 3.30 1.49
H46 -1.66 2.26 0.39
H47 -1.06 3.16 1.75
C32 -5.21 -4.98 0.99
C33 -4.27 -4.72 -0.16
C34 -4.77 -4.75 -1.46
C35 -3.94 -4.53 -2.54
C36 -2.59 -4.32 -2.34
C37 -2.07 -4.29 -1.04
N6 -0.70 -3.99 -0.88
C38 0.14 -4.60 0.03
C39 0.01 -5.97 0.30
C40 0.85 -6.58 1.21
C41 1.83 -5.86 1.90
C42 1.94 -4.51 1.66
C43 1.12 -3.87 0.73
C44 1.15 -2.41 0.62
O2 1.47 -1.66 1.60
O3 0.75 -1.80 -0.43
C45 -2.91 -4.46 0.07
C46 -2.37 -4.33 1.46
H48 -6.19 -5.30 0.63
H49 -5.37 -4.08 1.60
H50 -4.83 -5.75 1.66
H51 -5.83 -4.95 -1.61
H52 -4.34 -4.56 -3.55
H53 -1.91 -4.19 -3.17
H54 -0.40 -3.09 -1.20
H55 -0.74 -6.54 -0.23
H56 0.73 -7.64 1.39
H57 2.48 -6.36 2.61
H58 2.66 -3.91 2.21
H59 -1.99 -5.28 1.86
H60 -3.14 -3.98 2.15
H61 -1.54 -3.63 1.50

Properties
HOMO (spin up / spin down) ... -9.6 / -9.6 eV
Relative energy (zero: lowest compared OMol25 entry of this formula, charge and spin) ... 0.0812 eV
Molecular weight ... 892.085 g/mol
2S+1 ... 3
Calculated total energy ... -120424.4989 eV
LUMO (spin up / spin down) ... -2.866 / -3.130 eV
Net charge ... +1
Gap between HOMO and LUMO (spin up / spin down) ... 6.7569 / 6.4970 eV

Mulliken atomic charge list, values in e, 2 entries: 0.077, -0.809